Record 1
C14H16 | ωB97M-V with the def2-TZVPD basis set

Geometry as ORCA input:
```
! RIJCOSX wB97M-V def2-TZVPD def2/J DEFGRID3
* xyz 0 1
C -1.17036 -1.50661 -2.89108
C -1.41590 -0.23849 -2.11659
C -2.70578 0.23269 -1.93520
C -2.96904 1.42099 -1.25753
C -1.91738 2.25207 -0.91488
C -0.61804 1.83934 -1.22073
C -0.35158 0.62404 -1.80948
H -2.10499 -2.06775 -2.97280
H -0.46615 -2.16396 -2.38194
H -0.85231 -1.32789 -3.91896
H -3.55557 -0.38420 -2.20739
H -3.98790 1.71737 -1.02671
H -2.04395 3.13964 -0.31688
H 0.17668 2.55507 -1.06857
H 0.66329 0.32392 -2.05555
C 3.10277 -1.73449 1.01457
C 1.97942 -0.83021 1.43094
C 2.13714 0.54765 1.50206
C 1.30399 1.35392 2.26209
C 0.23656 0.75670 2.93115
C -0.02636 -0.58978 2.71943
C 0.79920 -1.38037 1.94080
H 3.49999 -1.62821 -0.00483
H 2.81659 -2.78971 1.06856
H 3.94421 -1.56149 1.66962
H 2.94038 0.95874 0.89923
H 1.38440 2.42009 2.13937
H -0.32521 1.34902 3.64607
H -0.95865 -0.89911 3.18523
H 0.48458 -2.38897 1.68999
*
```

Orbital gap: 9.718 eV
Molar mass: 184.3 g mol⁻¹
Structure (SMILES): Cc1ccccc1.Cc1ccccc1
E_HOMO: -8.831 eV
Relative energy (zero: lowest compared OMol25 entry of this formula, charge and spin): 0.608 eV

Here are the Mulliken charges for atoms 1 to 8, given in e: -1.4238 0.9852 -0.5450 -0.3950 -0.6129 -0.3041 -0.4921 0.3598

***

Record 2
C21H27N3O3 | ωB97M-V with the def2-TZVPD basis set

Geometry as ORCA input:
```
! RIJCOSX wB97M-V def2-TZVPD def2/J DEFGRID3
* xyz 0 1
C -3.45976 -0.35603 0.85893
C -2.20357 -0.45743 -0.00296
C -0.99690 -1.12130 0.68226
C -1.39525 -2.44112 1.35063
C -0.31475 -0.31021 1.82347
O 0.60085 -0.81857 2.43467
N -0.87710 0.86565 2.16531
C -0.25090 1.73511 3.14338
C -1.32818 2.45704 3.97930
C -1.08507 3.95698 3.78085
C -0.38445 4.04390 2.42748
C 0.56275 2.84835 2.46115
N 0.05405 -1.32836 -0.32895
C 0.12914 -2.55622 -1.10074
C 0.16702 -2.27800 -2.57194
C -0.52364 -1.39621 -3.35271
C -0.03394 -1.56535 -4.67083
C 0.91118 -2.53857 -4.59371
O 1.03874 -2.97450 -3.32889
C 0.85061 -0.28168 -0.62493
O 0.64839 0.84507 -0.19377
C 2.02119 -0.52807 -1.52827
C 2.31882 0.41344 -2.51003
C 3.43343 0.20969 -3.30431
C 4.22404 -0.90420 -3.06981
C 3.85692 -1.76366 -2.04469
N 2.78423 -1.58905 -1.29785
H -3.89936 -1.33700 1.01765
H -4.19989 0.26402 0.35716
H -3.24395 0.08010 1.83014
H -1.90236 0.53042 -0.35937
H -2.43934 -1.05609 -0.88808
H -0.50083 -2.99429 1.62313
H -1.93979 -2.22007 2.26542
H -2.03308 -3.05044 0.71441
H -1.42071 1.34742 1.46753
H 0.38600 1.08867 3.75018
H -2.31599 2.18025 3.60793
H -1.27839 2.17545 5.02948
H -0.41935 4.33326 4.55876
H -2.00931 4.53258 3.81616
H -1.10970 3.93145 1.61952
H 0.13853 4.98854 2.28718
H 1.43906 3.08591 3.06424
H 0.89504 2.53060 1.47476
H 1.02757 -3.12211 -0.83519
H -0.74755 -3.16239 -0.87051
H -1.27484 -0.70340 -3.03356
H -0.34774 -1.03556 -5.54646
H 1.53614 -2.99477 -5.33499
H 1.67851 1.27200 -2.63675
H 3.68422 0.90976 -4.08828
H 5.10351 -1.10010 -3.66341
H 4.44573 -2.64092 -1.81006
*
```

Orbital gap: 9.174 eV
Molar mass: 369.5 g mol⁻¹
Structure (SMILES): CC[C@](C)(C(=O)NC1CCCC1)N(Cc1ccco1)C(=O)c1ccccn1
E_HOMO: -8.483 eV
Relative energy (zero: lowest compared OMol25 entry of this formula, charge and spin): 3.071 eV

Here are the Mulliken charges for atoms 1 to 8, given in e: -1.5151 -0.8475 1.9674 -2.3964 -0.5425 -0.7210 -0.0620 -0.3012

***

Record 3
C9H6O2 | ωB97M-V with the def2-TZVPD basis set

Geometry as ORCA input:
```
! RIJCOSX wB97M-V def2-TZVPD def2/J DEFGRID3
* xyz 0 1
C 0.65977 -1.61606 0.14098
C -0.20286 -1.40619 -0.94088
C 0.92997 -0.60355 1.02623
C -0.77861 -0.17440 -1.11938
C 0.35831 0.67413 0.88066
C -0.51720 0.87419 -0.22606
C 0.70181 1.69526 1.82989
C 0.28841 2.98005 1.92093
C -1.08729 2.17813 -0.39630
O -0.79297 3.07143 0.47518
O -1.87126 2.48254 -1.40816
H 1.12411 -2.58257 0.26997
H -0.40623 -2.20954 -1.63413
H 1.60149 -0.77649 1.85691
H -1.44967 0.01866 -1.94371
H 1.40808 1.40044 2.60107
H -2.13951 3.41344 -1.35284
*
```

Orbital gap: 8.494 eV
Molar mass: 146.1 g mol⁻¹
E_HOMO: -8.696 eV
Relative energy (zero: lowest compared OMol25 entry of this formula, charge and spin): 2.635 eV

Here are the Mulliken charges for atoms 1 to 8, given in e: -0.5184 -0.5339 -0.6767 -0.5121 0.9165 0.2339 -0.4338 -0.6481

***

Record 4
C5H12O | ωB97M-V with the def2-TZVPD basis set

Geometry as ORCA input:
```
! RIJCOSX wB97M-V def2-TZVPD def2/J DEFGRID3
* xyz 0 1
C 0.68655 -0.24751 1.97008
C -0.06240 -0.24518 0.87469
C -0.89026 -1.44287 0.47912
C -0.23306 1.02495 0.07958
C -0.16830 0.94134 -1.43833
O -0.38225 2.26187 -1.91489
H 0.77016 -1.13237 2.59592
H 1.24186 0.63716 2.27387
H -0.84335 -1.69494 -0.58981
H -1.93616 -1.20958 0.71313
H -0.61184 -2.33836 1.04521
H -1.22742 1.40876 0.33601
H 0.50480 1.77219 0.38827
H -0.94547 0.25276 -1.80328
H 0.81568 0.56116 -1.75059
H -0.32590 2.24347 -2.87776
H 1.84225 -1.52870 -0.52961
H 1.76511 -1.26416 0.14838
*
```

Orbital gap: 10.180 eV
Molar mass: 88.1 g mol⁻¹
Structure (SMILES): C=C(C)CCO.[H][H]
E_HOMO: -9.257 eV
Relative energy (zero: lowest compared OMol25 entry of this formula, charge and spin): 2.053 eV

Here are the Mulliken charges for atoms 1 to 8, given in e: -0.8054 0.5632 -1.2321 -0.6393 -0.4187 -0.5072 0.2864 0.2602